Entry 1:
The following is a quantum chemistry calculation of a structure of composition C19H14N2O2RhS5, from the Open Molecules 2025 dataset.

Output
2S+1 = 5
Frontier orbital gap (alpha / beta) = 4.6 / 5.5 eV
Total charge = -1
E = -84190.354 eV
ΔE to the lowest compared entry with this formula, charge and spin = 0.4854 eV

Element x y z (Å)
H 5.16 -3.43 1.73
C 2.69 -1.16 1.03
C -3.71 -4.29 -0.22
H -0.99 1.62 -6.27
H 4.16 -3.28 4.01
C -0.58 2.51 -2.47
H 2.26 -1.76 4.39
C -1.57 -2.76 -0.21
H -1.11 4.50 -3.10
S -4.75 -5.57 -0.26
H 1.04 0.16 3.71
C -1.09 3.18 -4.77
H -0.87 3.46 1.32
S -2.00 -4.45 -0.35
C -0.51 1.54 2.24
Rh 0.07 0.13 -0.19
C -0.15 2.64 1.25
C 1.09 -0.16 2.67
C -0.46 2.89 -1.14
C 3.75 -2.70 3.20
N -0.13 2.07 -0.08
C -2.66 -1.88 -0.05
S 0.04 -2.32 -0.30
S -2.56 -0.22 0.09
N 0.27 0.37 1.85
S -4.23 -2.66 -0.03
C -0.53 0.89 -4.31
H -1.36 3.96 -5.47
C 2.13 -1.11 2.35
C -0.94 3.49 -3.44
H 4.25 -2.09 -0.12
O 2.28 -0.47 0.04
C -0.88 1.87 -5.22
C 4.31 -2.77 1.91
O -0.01 0.16 -2.17
H -0.36 -0.13 -4.62
H 0.85 3.05 1.50
H -1.57 1.30 2.15
C 3.82 -2.03 0.87
H -0.28 1.84 3.27
H -0.66 3.93 -0.89
C 2.69 -1.85 3.40
C -0.37 1.16 -2.94

Entry 2:
The following is a quantum chemistry calculation of a structure of composition C19H15AsBeF6GeO4, from the Open Molecules 2025 dataset.

Output
Frontier orbital gap = 8.5 eV
E = -162205.313 eV

Element x y z (Å)
F -3.50 -5.03 0.36
C -2.24 0.21 -0.36
H 2.08 -0.37 -5.29
C 2.97 1.91 0.28
H 0.29 2.53 2.86
F -1.34 -3.62 0.69
C 1.96 1.13 -0.22
C 0.99 -0.13 -2.11
H 3.87 1.07 -4.38
Be -0.86 -2.58 1.88
O 0.17 -1.39 1.46
Ge 0.41 0.77 0.99
C 4.05 1.96 -1.86
C -3.47 0.59 -0.85
H 1.46 1.27 3.31
H -0.28 0.97 3.44
O 2.00 -3.16 3.84
F -3.41 -2.64 -0.17
O 2.18 -0.79 2.13
H 4.81 2.94 -0.13
C 1.98 0.71 -1.57
H -3.37 3.88 -0.05
C -3.05 2.85 -0.14
H 0.27 -1.16 -3.83
As -3.13 -3.61 1.23
C 1.03 -0.51 -3.42
F -2.37 -2.09 2.07
H 2.96 2.21 1.32
H 0.20 -0.50 -1.46
C 3.06 0.74 -3.76
H -1.16 3.19 0.81
H -4.84 2.21 -1.12
C 3.04 1.14 -2.40
H 4.86 2.28 -2.50
C 2.07 -0.07 -4.25
C -3.88 1.91 -0.74
C 1.12 -2.78 3.12
H -4.12 -0.14 -1.32
C 1.27 -1.57 2.18
O -0.08 -3.25 3.01
F -4.68 -3.20 1.85
C -1.82 2.46 0.35
C 4.02 2.33 -0.54
C -1.41 1.14 0.25
H -1.92 -0.82 -0.45
F -2.67 -4.46 2.62
C 0.49 1.46 2.86

Entry 3:
The following is a quantum chemistry calculation of a structure of composition C19H15AsN2O8STl, from the Open Molecules 2025 dataset.

Output
Frontier orbital gap (alpha / beta) = 4.5 / 4.0 eV
Total charge = +1
E = -115663.543 eV

Element x y z (Å)
C 0.71 2.69 2.99
C 2.90 -0.61 -1.74
C 0.95 -2.03 -2.02
C -4.79 -3.78 0.14
H -4.59 -5.83 -0.40
H 2.34 -1.36 -5.05
C 2.22 -1.40 -3.96
H 4.32 1.61 -2.28
H -2.48 -5.42 -1.77
C -2.50 -3.30 -1.36
H 1.93 2.51 4.78
N -3.15 -2.29 -0.84
C 3.01 -0.55 -3.16
H 1.89 -1.55 -0.14
O 0.60 1.42 2.63
C 1.21 -2.12 -3.38
C -1.22 -2.97 -2.04
O 0.25 -1.02 2.60
H 3.64 -0.09 -1.13
S -0.92 2.93 0.88
C 4.08 0.29 -3.82
As -0.02 0.09 3.82
H -2.01 1.00 2.98
C 0.12 3.63 2.12
C 1.78 4.54 4.09
C -4.21 -4.83 -0.55
H -1.19 -3.10 -3.12
C -4.26 -2.52 -0.04
N -0.21 -2.48 -1.46
C 1.48 3.17 4.05
C -3.01 -4.62 -1.27
O -1.49 4.12 0.24
Tl -0.92 -0.10 0.58
H 1.62 6.49 3.12
O -1.98 2.11 1.53
O 4.77 1.21 -3.08
H 0.51 -2.69 -4.03
H 0.20 5.63 1.21
C 1.92 -1.43 -1.18
H 2.36 4.99 4.90
H -4.65 -1.67 0.44
C 1.30 5.41 3.08
O -1.75 0.53 3.78
C 0.52 4.98 2.06
H -5.58 -3.97 0.82
O -0.04 2.17 0.00
O 4.34 0.20 -5.02

Entry 4:
The following is a quantum chemistry calculation of an isolated molecule of C19H15Cl2N3OS, from the Open Molecules 2025 dataset.

Output
Frontier orbital gap = 7.6 eV
E = -62343.766 eV
ΔE to the lowest compared entry with this formula, charge and spin = 0.0000 eV
Structure (SMILES) = Cc1ccccc1[C@@H]1CC(c2ccc(Cl)c(Cl)c2)=NN1c1nc(O)cs1

Element x y z (Å)
C 2.11 -2.79 -1.60
H 1.65 -3.23 1.73
C 1.20 -1.16 0.03
C 0.23 1.01 -0.14
C 1.94 -3.42 0.71
H -1.71 -0.79 0.50
H -3.51 2.76 -2.52
C 2.52 -4.67 0.43
H 0.30 -0.46 -1.76
H -4.14 -0.71 -0.14
H 2.01 -2.10 -2.45
C 2.68 -4.05 -1.92
O -0.44 4.32 3.58
H 2.71 -5.39 1.19
C 1.77 -2.47 -0.28
H 0.05 2.59 5.63
C -0.17 3.03 3.54
C -1.21 1.00 -0.64
H -0.52 4.55 2.63
H 1.88 0.27 -1.36
H -1.53 3.66 -2.81
H 0.70 1.98 -0.25
Cl 3.48 -6.60 -1.30
C -2.06 0.00 -0.16
N -0.09 2.49 2.27
C -3.08 1.97 -1.89
C -1.74 2.00 -1.51
C 2.91 -4.99 -0.89
H -4.96 1.08 -1.69
C 0.04 2.25 4.60
C -0.92 3.13 -2.06
C -3.93 1.00 -1.40
C 0.20 1.22 2.39
C -3.45 0.01 -0.51
N 0.92 -0.78 1.22
N 0.36 0.46 1.23
C 0.95 -0.08 -0.95
S 0.42 0.66 4.07
Cl 3.11 -4.42 -3.61
H -0.02 2.77 -2.54
H -0.65 3.92 -1.36

Entry 5:
The following is a quantum chemistry calculation of a structure of composition C19H15Cl3IrN4O2S3, from the Open Molecules 2025 dataset.

Output
2S+1 = 2
Frontier orbital gap (alpha / beta) = 6.5 / 5.0 eV
Total charge = +2
E = -102894.435 eV
ΔE to the lowest compared entry with this formula, charge and spin = 0.0000 eV

Element x y z (Å)
C -0.90 1.89 1.97
C -4.49 -6.09 1.74
H 3.64 -2.54 0.62
C 1.41 -1.84 -0.41
C -3.46 -3.97 1.77
C -0.23 7.04 -0.81
Ir -1.26 -1.83 1.16
C -4.51 -4.76 2.15
N 2.50 -2.05 -1.10
C -0.81 4.34 -1.15
H 3.96 -0.14 0.18
C 2.62 -1.51 -2.48
C -0.82 5.18 -2.23
C -0.50 4.84 0.13
H -0.01 8.09 -0.68
H 0.01 6.62 1.25
H -1.06 4.79 -3.21
C -0.19 4.13 2.57
H -0.54 7.20 -2.93
S -1.39 0.25 1.92
S 0.34 5.45 3.36
H 1.63 -1.37 -2.91
H 3.17 -2.24 -3.06
H -1.03 3.29 -1.27
H 5.53 -0.97 -0.05
C -2.39 -5.77 0.61
Cl -1.09 -6.36 -0.32
C 3.39 -0.21 -2.41
Cl -3.35 -2.29 2.20
H 3.61 0.15 -3.41
H -3.43 -7.63 0.68
S -0.43 2.64 3.42
H 4.38 -2.95 -0.95
C 3.80 -2.20 -0.40
N -0.52 3.92 1.22
O 4.64 -0.40 -1.77
Cl -5.77 -7.11 2.19
H 2.80 0.54 -1.88
C -0.53 6.54 -2.07
C -0.21 6.21 0.29
H -5.33 -4.37 2.74
C -2.38 -4.42 1.01
N -0.90 2.67 0.92
C 4.52 -0.86 -0.44
N 0.44 -1.67 0.18
O -1.38 -3.61 0.67
C -3.43 -6.59 0.98

Entry 6:
The following is a quantum chemistry calculation of a structure of composition C19H15ClFeN6O2S3Se, from the Open Molecules 2025 dataset.

Output
2S+1 = 5
Frontier orbital gap (alpha / beta) = 6.0 / 6.0 eV
E = -177743.330 eV
ΔE to the lowest compared entry with this formula, charge and spin = 3.9298 eV

Element x y z (Å)
S -1.48 1.74 0.70
S -4.59 -1.38 1.57
N -3.76 -1.00 -0.99
N 2.41 -0.08 2.23
C 1.84 1.72 -4.14
H -0.93 3.31 2.76
C 0.51 5.75 1.13
C 1.26 1.10 -3.00
H -0.16 3.46 -1.30
S 1.44 -1.93 3.95
H -3.03 -0.71 -1.63
C -3.31 -1.50 2.73
N -2.19 -1.16 0.74
C 1.76 -2.23 1.05
C 1.61 -1.26 2.25
Se 3.18 -3.07 0.33
N 0.24 -1.06 1.74
C -3.41 -1.14 0.32
C -2.12 -1.36 2.11
H 1.22 1.95 -5.00
C 3.99 1.63 -3.07
C -0.67 3.23 0.77
H 5.06 1.80 -3.13
H 0.96 6.72 1.28
C 0.45 5.16 -0.15
H -3.53 -1.65 3.77
H 0.02 5.41 3.20
N 0.50 -2.03 0.65
C 2.05 0.83 -1.84
N -0.55 3.84 1.98
C 0.00 5.05 2.18
H -0.90 -2.12 4.70
H 4.07 0.79 -1.11
H 3.37 -0.32 2.46
H -4.70 -0.74 -1.23
C -0.30 -1.83 3.84
H 0.87 5.69 -1.00
H -0.64 1.11 -3.99
Fe -0.32 -0.24 -0.31
C 3.45 1.07 -1.95
O -0.77 0.04 -2.30
C -0.12 3.93 -0.33
C -0.77 -1.43 2.66
Cl 3.89 2.74 -5.56
H 2.40 0.29 1.28
C 3.17 1.98 -4.17
O 1.56 0.41 -0.74
C -0.11 0.75 -3.09